DFT (ωB97M-V/def2-TZVPD) results for a 2-piece molecular cluster, CH3N3O overall at a distorted geometry.

Summary:
spin multiplicity = 3
max |F| = 0.0501 Eh/bohr
HOMO level (spin up / spin down) = -9.10 / -8.95 eV
total energy = -279.149262 Ha
relative energy (zero: lowest compared OMol25 entry of this formula, charge and spin) = 326.5 kJ/mol

```
8
Properties=species:S:1:pos:R:3:forces:R:3
N 0.598 -0.535 0.207 -1.436 -1.384 -0.932
C 1.635 -0.043 -0.170 -0.449 1.270 2.195
H -2.606 -0.167 0.873 -0.114 0.555 -1.307
O -0.579 -0.996 0.204 2.270 0.218 0.065
H 3.329 1.075 -0.459 -0.233 -0.315 0.461
H -2.424 -0.367 -0.725 -0.125 -1.207 -0.980
N 2.590 0.689 0.121 0.619 -0.153 -1.678
N -2.543 0.344 -0.051 -0.532 1.016 2.176
```
Positions in Å, forces in eV/Å.

natural (NBO) population analysis, charges in e, atoms 1 to 2: atom 1 (N): -0.030, atom 2 (C): 0.532

---

DFT (ωB97M-V/def2-TZVPD) results for C32H33CeClNOS7 as an isolated structure at a distorted geometry.

Summary:
spin multiplicity = 2
max |F| = 0.0242 Eh/bohr
HOMO level (spin up / spin down) = -7.92 / -7.91 eV
total energy = -5091.899211 Ha
relative energy (zero: lowest compared OMol25 entry of this formula, charge and spin) = 74.1 kJ/mol

```
76
Properties=species:S:1:pos:R:3:forces:R:3
H 2.035 -5.363 1.571 -0.019 -0.074 0.076
H -1.890 5.007 -0.899 -0.029 0.115 0.118
C -4.384 2.009 2.426 -0.184 0.063 0.052
C 3.527 -2.662 -4.051 0.041 -0.149 -0.097
C -4.975 2.790 1.489 0.213 0.248 -0.385
H -1.012 -3.240 3.078 -0.081 -0.075 0.013
H -4.071 -1.028 0.235 0.016 0.072 0.043
C -0.318 3.487 1.341 0.269 0.222 -0.200
C 1.235 5.277 2.071 0.028 -0.160 -0.488
C 4.317 2.829 -2.825 -0.120 -0.073 0.202
H -6.001 3.085 1.403 -0.271 0.023 0.067
C 1.180 -4.842 1.997 0.210 0.753 -0.091
S -0.979 -0.943 2.322 -0.304 -0.913 0.557
H 4.063 -3.117 -4.874 0.055 0.031 -0.014
C 3.662 -1.316 -3.787 -0.023 0.258 0.049
O -0.611 1.222 0.547 0.329 0.070 -0.159
H 0.739 4.971 4.138 0.036 0.020 0.123
C -1.579 4.150 -1.470 0.172 -0.206 0.191
H 2.639 2.727 0.096 0.113 -0.076 -0.156
H 4.934 3.466 -3.443 0.013 0.038 -0.055
H 1.415 -1.503 3.749 -0.003 -0.178 0.160
S 1.762 -3.088 2.079 0.216 -0.245 0.514
C 3.988 1.556 -3.252 -0.105 -0.006 0.144
Cl 2.451 0.194 2.184 0.798 0.355 0.821
C -2.999 1.850 2.202 0.263 0.176 -0.112
C -3.002 -0.897 0.413 0.194 0.022 -0.352
H -0.922 2.653 -4.381 0.050 -0.021 -0.252
C -0.063 -5.083 1.140 -0.307 0.425 -0.438
H -0.947 -4.120 -2.066 -0.052 -0.119 0.008
C -1.536 -4.135 -1.147 0.395 0.136 0.483
H -0.890 3.094 3.377 -0.134 -0.121 0.051
C -1.509 4.130 -2.880 0.007 -0.071 -0.158
H -0.938 -5.321 1.750 0.116 -0.105 -0.021
H -1.792 4.962 -3.499 -0.004 0.119 -0.176
S -3.850 3.338 0.308 -0.133 -0.453 0.491
S -2.124 -1.423 -1.098 -0.410 -0.130 0.054
C 2.088 -1.454 -1.885 0.589 0.085 -0.695
C 3.228 0.714 -2.426 0.154 0.254 -0.079
S -0.729 1.807 -2.100 -0.361 0.880 -0.278
H -3.348 -1.342 2.468 0.032 -0.049 -0.021
H -2.509 -2.655 1.592 -0.017 0.079 0.055
C 0.945 -2.477 3.590 0.194 -0.155 -0.337
H -1.865 -5.150 -0.930 -0.030 -0.049 -0.096
C 2.014 -2.823 -2.205 -0.186 0.137 0.175
H -2.771 0.167 0.473 -0.251 -0.122 -0.098
H 1.959 6.069 2.086 0.108 0.172 0.088
N 2.741 1.188 -1.262 -0.010 -0.269 -0.172
H 4.333 1.227 -4.219 -0.012 -0.104 0.038
C 3.864 3.271 -1.590 -0.155 -0.152 -0.020
H 1.379 -3.462 -1.602 0.006 -0.016 0.036
H 4.122 4.245 -1.204 -0.046 0.067 0.029
H 4.334 -0.750 -4.418 0.031 0.081 0.016
C -0.290 3.664 2.691 -0.032 -0.105 -0.095
H -3.428 -3.340 -0.454 -0.038 -0.015 0.042
H 1.032 -5.176 3.021 0.074 -0.099 0.022
H -4.915 1.558 3.246 -0.125 -0.075 0.179
H 2.613 -4.490 -3.424 -0.037 -0.048 0.017
C -0.557 -2.330 3.464 -0.204 0.519 -0.279
C -1.191 2.971 -0.914 0.145 -0.375 -0.168
C 0.597 4.685 3.109 0.099 0.060 0.060
S 0.759 4.602 0.561 -0.132 0.057 0.599
Ce 1.042 -0.229 0.112 -0.895 -0.653 -0.568
C 3.048 2.418 -0.864 0.217 0.333 0.205
H 0.108 -5.886 0.426 -0.016 -0.068 0.070
H -0.988 -2.091 4.438 -0.029 -0.115 -0.021
H -3.205 -3.269 -2.211 -0.062 -0.008 0.012
C 2.708 -3.426 -3.242 -0.045 -0.011 -0.042
C -2.705 -3.174 -1.248 0.266 0.570 -0.069
C -1.060 2.944 -3.359 0.184 -0.504 0.027
S -0.448 -3.543 0.211 -0.165 -0.749 -0.186
H 1.204 -3.151 4.406 -0.016 0.066 0.074
C -2.597 -1.573 1.708 0.270 0.301 0.234
H -2.353 1.258 2.825 0.135 -0.110 0.084
C -2.552 2.502 1.092 -0.328 0.020 -0.208
C 2.973 -0.712 -2.727 -0.312 -0.519 0.116
C -1.136 2.491 0.519 -0.362 0.716 0.185
```
Positions in Å, forces in eV/Å.

Löwdin population analysis, charges in e, atoms 1 to 2: atom 1 (H): 0.069, atom 2 (H): 0.102

---

DFT (ωB97M-V/def2-TZVPD) results for a 2-piece molecular cluster, C10H16 overall at a distorted geometry.

Summary:
max |F| = 0.0202 Eh/bohr
HOMO level = -9.05 eV
total energy = -390.618219 Ha
relative energy (zero: lowest compared OMol25 entry of this formula, charge and spin) = 46.4 kJ/mol

```
26
Properties=species:S:1:pos:R:3:forces:R:3
C -0.921 -0.689 -1.977 0.416 -0.048 0.437
H 0.936 -3.629 -0.158 0.252 0.077 -0.005
H 1.107 -2.363 1.066 -0.103 -0.189 -0.014
C -0.162 -0.889 -0.825 -0.375 -0.612 -0.068
H -2.364 0.295 1.451 -0.045 0.454 -0.023
C 1.530 1.807 1.448 -0.111 -0.445 0.621
C 1.453 -2.697 0.085 -0.213 0.732 0.484
H -0.524 -1.129 -2.882 -0.232 0.267 -0.322
H -0.260 2.269 0.371 -0.240 0.143 -0.178
H -2.704 0.126 -2.808 -0.057 0.158 -0.181
C 0.259 2.647 1.240 0.934 0.449 -0.071
H -0.065 -0.629 1.254 -0.331 -0.119 0.420
C 1.181 -1.592 -0.933 -0.241 0.431 -0.143
C -0.706 -0.503 0.395 0.578 0.317 -0.355
H 1.931 -0.797 -0.853 0.163 -0.232 0.053
H 2.419 2.345 1.764 -0.106 0.556 -0.040
H 2.525 -2.815 0.218 0.110 -0.478 -0.261
H 1.259 -1.990 -1.947 0.121 0.030 -0.018
H -0.457 2.724 2.051 0.160 -0.302 0.332
H 1.784 1.347 0.499 0.113 -0.324 -0.044
H 0.620 3.657 1.052 -0.388 0.222 -0.281
H -3.592 0.917 -0.603 0.058 -0.101 -0.278
C -1.937 0.140 0.470 0.334 -0.749 0.154
C -2.117 -0.001 -1.913 -0.378 -0.174 -0.154
H 1.442 1.039 2.224 -0.269 -0.169 -0.328
C -2.636 0.411 -0.692 -0.150 0.103 0.262
```
Positions in Å, forces in eV/Å.

natural (NBO) population analysis, charges in e, atoms 1 to 2: atom 1 (C): -0.210, atom 2 (H): 0.212

---

DFT (ωB97M-V/def2-TZVPD) results for a 13-piece molecular cluster, C6H36NO13 overall at a distorted geometry.

Summary:
max |F| = 0.0980 Eh/bohr
HOMO level = -6.24 eV
total energy = -1283.037352 Ha
relative energy (zero: lowest compared OMol25 entry of this formula, charge and spin) = 335.9 kJ/mol
charge = -1

```
56
Properties=species:S:1:pos:R:3:forces:R:3
H -1.217 1.788 -2.925 0.060 -0.333 -0.633
H 2.207 2.229 -2.895 -1.286 1.461 -0.848
H 1.892 -1.653 1.846 0.258 1.195 -1.804
H -1.499 -1.177 -3.155 -0.608 0.279 -0.591
H 1.831 0.691 -0.008 1.150 -0.239 0.609
H 4.295 0.109 -0.302 0.120 0.657 -0.588
H -3.754 -0.989 -1.634 -0.151 -0.610 -0.616
C 0.171 0.650 0.984 -2.305 -2.408 0.970
H -3.217 0.983 1.937 -0.599 1.088 -0.589
H -2.424 -1.129 2.721 -0.380 -1.891 -2.927
H -2.564 -3.004 0.563 0.706 1.067 -0.096
H 0.202 1.403 -3.098 0.561 -0.255 -0.052
H 1.849 0.524 -2.522 -1.423 -0.395 -1.649
O -1.968 1.296 -0.975 0.260 -1.428 -0.817
H -0.431 0.184 0.152 1.144 0.581 0.645
O -2.191 -0.675 3.473 0.662 2.181 2.990
O -0.592 1.492 -3.621 -0.783 1.063 0.302
H -1.213 -0.610 3.536 -0.645 -0.562 -0.356
H 3.282 1.403 1.643 0.326 1.104 0.299
O -2.230 -2.093 0.731 -0.843 -0.386 0.768
C 0.860 2.862 1.975 -2.009 0.697 -0.480
H -0.034 3.242 2.492 0.887 0.460 0.804
O -1.122 -0.906 -2.327 1.493 -0.451 1.399
H 0.500 2.160 -0.273 -0.162 1.038 2.596
H -0.392 0.261 1.841 0.218 0.152 0.309
O 1.254 -0.833 -3.185 -0.751 -0.427 2.036
H -0.943 2.458 0.620 0.591 0.011 1.072
O -3.741 1.649 1.401 -0.763 -2.334 0.368
H -4.550 1.105 1.161 1.361 1.088 0.436
O 0.492 -0.514 3.980 -1.164 -1.603 1.542
O 4.389 0.833 -0.961 -0.861 -1.267 0.176
H 0.222 0.324 4.350 0.766 0.699 -0.448
H 2.242 -1.730 -1.104 -0.156 -0.111 0.537
H 0.580 -1.622 -0.516 0.607 -0.419 0.337
H 2.736 0.402 3.027 -0.325 0.663 -1.542
H 1.119 -0.480 3.280 0.510 0.981 -0.595
O 2.311 1.368 -2.592 2.742 -0.865 1.897
H 1.098 -0.875 -4.118 -0.224 0.245 -0.611
O -3.683 -1.904 -1.977 1.023 0.335 1.687
H -1.540 0.461 -1.366 -0.543 0.946 -0.348
H -2.877 -2.189 -1.428 -1.589 0.109 -1.474
C 0.087 2.138 0.883 0.829 -0.634 -4.929
N 2.089 -1.102 0.946 -0.149 -2.309 1.700
H -1.544 -1.923 0.079 0.064 -0.298 0.016
C 1.615 -1.893 -0.207 -0.118 -1.696 0.399
H 1.442 3.706 1.575 0.165 -0.327 0.309
O -1.268 -3.315 -1.361 0.891 -0.078 -2.210
H -0.995 -2.407 -1.781 -0.460 0.261 0.916
H 1.657 -3.042 0.099 -0.184 2.472 -0.845
C 1.628 0.233 0.988 -0.078 2.675 -0.043
H 0.255 -0.808 -2.679 0.442 -0.358 -1.263
H -1.188 -3.746 -2.241 -0.330 -0.489 1.027
C 2.389 1.081 2.160 -0.519 -2.588 0.403
O 1.558 2.013 2.861 0.687 -0.075 -1.227
H -2.679 0.874 -0.483 -0.267 0.566 0.353
H 3.603 0.699 -1.570 1.148 0.764 0.678
```
Positions in Å, forces in eV/Å.

natural (NBO) population analysis, charges in e, atoms 1 to 2: atom 1 (H): 0.486, atom 2 (H): 0.510

---

> What is the max |F| in the third record?

0.0202 Eh/bohr